Here is a cluster of 7 separate species, C35H90N6O11 in total in a non-equilibrium geometry from the Open Molecules 2025 dataset. Energies are from ωB97M-V/def2-TZVPD.

The LUMO energy comes out at 0.55 eV. Its SMILES is COC[C@H](C)N.COC[C@H](C)N.COCCNCCOC.COCCNCCOC.COCCNCCOC.COCCNCCOC.CC(C)O. The multiplicity is 1. As for the total energy: -69211.187 eV. The net charge is 0. Its energy relative to the best compared isomer or geometry (same formula, charge and spin) is 0.0 kcal per mole. For the frontier orbital gap, the calculation gives 8.73 eV. For the HOMO energy, the calculation gives -8.2 eV.

Last column: Löwdin charge in e.
Cartesian coordinates (Å):
C: -2.6252 3.4181 -0.9682  -0.06
C: -3.3048 4.3503 -1.9643  -0.47
C: -3.8954 3.5257 -3.1098  -0.06
O: -4.3628 5.0616 -1.3139  -0.06
H: -3.3389 2.6964 -0.5626  0.08
H: -2.1299 3.9082 -0.1298  0.08
H: -1.8727 2.8187 -1.4912  0.05
H: -2.6227 5.1091 -2.3434  0.14
H: -4.8146 2.9727 -2.8819  0.08
H: -3.2230 2.8180 -3.5938  0.06
H: -4.2884 4.2259 -3.8560  0.08
H: -5.0829 4.4290 -1.2147  0.08
C: -3.2066 -0.9280 4.4557  -0.10
O: -1.8097 -0.9988 4.6264  -0.23
C: -1.4708 -1.4004 5.9351  -0.22
C: 0.0205 -1.6890 6.0744  -0.18
N: 0.3608 -2.7345 5.0749  -0.05
C: 1.7968 -2.9466 5.0715  -0.21
C: 2.1949 -4.0919 4.1506  -0.22
O: 1.7911 -3.8629 2.8082  -0.23
C: 2.1932 -4.9398 1.9808  -0.11
H: -3.6149 -1.9309 4.3038  0.09
H: -3.3904 -0.3545 3.5436  0.09
H: -3.7555 -0.3985 5.2389  0.09
H: -2.0129 -2.2790 6.3005  0.12
H: -1.7431 -0.6211 6.6584  0.12
H: 0.2900 -2.0903 7.0500  0.12
H: 0.6077 -0.7855 5.8687  0.10
H: 0.0112 -2.3915 4.1884  0.08
H: 2.1035 -3.2938 6.0590  0.12
H: 2.3447 -2.0608 4.7228  0.12
H: 1.8140 -5.0585 4.4984  0.12
H: 3.2934 -4.1489 4.1554  0.12
H: 1.7569 -5.8900 2.2920  0.10
H: 3.2822 -4.9587 1.8988  0.10
H: 1.8064 -4.7030 0.9883  0.05
C: 0.9408 1.4997 -2.9665  -0.09
O: 0.9134 1.2016 -4.3416  -0.18
C: -0.2825 0.6563 -4.8350  -0.23
C: -0.0006 0.3447 -6.2973  -0.19
N: -1.1743 -0.2722 -6.9076  -0.08
C: -2.2796 0.6272 -7.1990  -0.22
C: -3.1627 0.1015 -8.3027  -0.25
O: -4.3717 0.8168 -8.3349  -0.19
C: -5.1234 0.5999 -9.5232  -0.10
H: 1.8348 2.0776 -2.7376  0.08
H: 0.9554 0.5570 -2.4078  0.09
H: 0.0904 2.1018 -2.6225  0.08
H: -1.1573 1.2969 -4.6598  0.12
H: -0.4863 -0.3013 -4.3341  0.10
H: 0.8201 -0.3701 -6.3287  0.12
H: 0.2822 1.2364 -6.8717  0.12
H: -0.9186 -0.8168 -7.7190  0.11
H: -1.8621 1.6297 -7.3801  0.12
H: -2.9153 0.7906 -6.3204  0.11
H: -3.3685 -0.9636 -8.1278  0.13
H: -2.6435 0.0960 -9.2703  0.13
H: -5.1570 -0.4674 -9.7439  0.09
H: -4.7372 1.2529 -10.3085  0.09
H: -6.1282 0.9553 -9.2949  0.09
C: -0.6312 -3.7848 0.9404  -0.11
O: -1.0263 -4.6065 -0.1279  -0.17
C: 0.0551 -5.1908 -0.8106  -0.25
C: -0.4397 -5.8801 -2.0726  -0.20
N: -1.1449 -5.0602 -3.0569  -0.07
C: -0.3477 -3.9819 -3.6826  -0.18
C: -1.3452 -3.0903 -4.4347  -0.23
O: -2.2001 -2.4816 -3.4963  -0.19
C: -3.1256 -1.6215 -4.1222  -0.10
H: -1.5478 -3.3989 1.3831  0.09
H: -0.0167 -2.9501 0.5846  0.09
H: -0.0417 -4.2726 1.7250  0.07
H: 0.5767 -5.9070 -0.1648  0.11
H: 0.7971 -4.4207 -1.0662  0.11
H: -1.1664 -6.6360 -1.7634  0.12
H: 0.3789 -6.3704 -2.6046  0.12
H: -1.8703 -4.5583 -2.5457  0.10
H: 0.3236 -4.4828 -4.3837  0.12
H: 0.2031 -3.4426 -2.9043  0.11
H: -1.8894 -3.7157 -5.1499  0.13
H: -0.7796 -2.3601 -5.0241  0.10
H: -2.6147 -1.0144 -4.8786  0.05
H: -3.4025 -0.8299 -3.4175  0.08
H: -4.0364 -2.0556 -4.5358  0.09
C: -2.3256 3.5311 4.8734  -0.11
O: -0.9756 3.1309 4.7935  -0.24
C: -0.1994 3.3618 5.9787  -0.21
C: 1.2611 3.2174 5.6752  -0.21
N: 1.7101 1.8278 5.7134  -0.07
C: 3.1404 1.5952 5.6810  -0.20
C: 3.7681 2.0405 4.3587  -0.25
O: 5.1422 1.7988 4.2515  -0.17
C: 5.5794 1.9860 2.9264  -0.12
H: -2.7796 3.3337 3.9051  0.09
H: -2.3995 4.6174 5.0097  0.09
H: -2.7964 3.0169 5.7142  0.09
H: -0.5780 2.7257 6.7846  0.12
H: -0.4543 4.3899 6.2670  0.12
H: 1.8299 3.8996 6.3076  0.13
H: 1.4014 3.5784 4.6455  0.11
H: 1.2684 1.3045 4.9549  0.05
H: 3.2820 0.5243 5.8401  0.11
H: 3.6479 2.1364 6.4852  0.12
H: 3.5209 3.1022 4.2136  0.12
H: 3.2483 1.4787 3.5650  0.11
H: 5.1027 1.2915 2.2348  0.05
H: 6.6505 1.8072 2.8465  0.09
H: 5.3812 3.0175 2.6188  0.09
C: 1.4320 -0.7347 1.8733  -0.05
C: 0.4209 0.4068 1.9148  -0.39
C: -0.8563 0.0521 1.1472  -0.21
O: -0.5754 0.0700 -0.2332  -0.19
C: -1.6609 -0.3768 -1.0106  -0.10
N: 0.1579 0.7036 3.3280  0.07
H: 1.0933 -1.6555 2.3501  0.05
H: 2.3760 -0.4810 2.3592  0.07
H: 1.6567 -1.0112 0.8377  0.07
H: 0.8309 1.2928 1.4262  0.11
H: -1.5478 0.8654 1.4285  0.12
H: -1.3557 -0.8743 1.4483  0.11
H: -1.3288 -0.4909 -2.0413  0.06
H: -2.4846 0.3482 -1.0002  0.08
H: -2.0351 -1.3504 -0.6768  0.09
H: -0.4452 -0.0636 3.6475  0.05
H: -0.3518 1.5699 3.4886  0.06
C: 4.7218 0.0835 -0.4167  -0.05
C: 4.4034 1.4992 -0.8994  -0.42
C: 3.2237 2.1392 -0.1772  -0.22
O: 2.9920 3.3915 -0.7950  -0.19
C: 1.8157 4.0293 -0.3224  -0.09
N: 5.5938 2.3209 -0.6034  0.05
H: 5.5649 -0.3324 -0.9683  0.08
H: 3.8707 -0.6003 -0.4118  0.07
H: 5.0349 0.1198 0.6267  0.05
H: 4.1389 1.5175 -1.9639  0.13
H: 3.4732 2.2734 0.8842  0.12
H: 2.3351 1.4973 -0.2280  0.11
H: 2.0973 4.8514 0.3336  0.09
H: 1.1011 3.3614 0.1712  0.07
H: 1.2270 4.3563 -1.1851  0.08
H: 6.3999 1.9464 -1.0879  0.07
H: 5.3757 3.2471 -0.9591  0.07